No. 1
Entry from OMol25: a structure of composition C16H53N2O10 (the ωB97M-V functional and the def2-TZVPD basis).

Summary:
frontier orbital gap	0.251	hartree
LUMO energy	0.09669	hartree
net charge	-1
energy relative to the best compared isomer or geometry (same formula, charge and spin)	373.4	kcal per mole
HOMO level	-0.1548	Eh

Last column: Mulliken charge in e.
CARTESIAN COORDINATES (ANGSTROEM)
C 0.287 -0.617 -0.327  3.273
C -0.013 -0.891 1.219  -0.977
O -0.519 -2.159 1.488  -0.755
H 0.108 0.450 -0.464  -0.014
H -0.417 -1.088 -1.014  -1.956
H 1.265 -0.982 -0.640  -1.558
H -0.794 -0.202 1.539  2.237
H 0.844 -0.623 1.836  -1.599
C -1.981 1.895 -1.034  -1.559
C -2.207 0.479 -0.625  0.000
O -1.853 -0.375 -1.648  -0.401
H -2.570 2.109 -1.926  0.581
H -0.954 2.064 -1.358  0.067
H -2.126 2.489 -0.132  0.339
H -3.237 0.311 -0.311  0.326
H -1.636 0.238 0.272  -0.179
H -1.807 -1.258 -1.276  -0.314
C 0.262 0.093 4.576  -0.903
C 1.460 -0.366 3.692  0.667
O 1.159 -1.705 3.375  -0.683
H 0.341 1.067 5.060  0.326
H 0.098 -0.599 5.401  0.342
H -0.642 -0.049 3.982  0.058
H 2.371 -0.244 4.279  0.437
H 1.467 0.235 2.783  -0.052
H 0.343 -1.551 2.894  0.117
C -0.878 2.425 1.397  -2.462
C -2.344 2.477 1.934  -0.469
O -2.625 3.729 2.559  -0.611
H -0.115 2.739 2.109  1.424
H -0.751 3.144 0.587  0.556
H -0.634 1.424 1.040  0.285
H -2.550 1.674 2.642  0.251
H -2.999 2.276 1.087  0.310
H -1.823 4.098 2.937  0.366
C 3.102 0.675 0.148  -1.568
C 2.532 2.111 0.282  0.644
C 1.455 2.639 -0.811  0.179
O 2.002 2.708 -2.086  -0.485
C 1.085 3.296 -3.052  -1.162
N 1.961 2.280 1.571  -0.451
H 2.330 -0.068 -0.052  0.729
H 3.537 0.332 1.087  0.539
H 3.780 0.737 -0.703  0.327
H 3.330 2.850 0.206  0.606
H 0.991 3.567 -0.475  0.851
H 0.742 1.819 -0.881  -1.037
H 1.002 4.362 -2.840  0.371
H 0.077 2.889 -2.967  0.375
H 1.462 3.244 -4.073  0.330
H 1.215 1.601 1.596  -1.509
H 1.407 3.122 1.638  0.489
C -0.845 -2.092 -2.926  -1.514
C 0.597 -2.667 -3.081  0.066
C 1.731 -1.755 -2.535  -0.699
O 1.920 -0.548 -3.297  -0.568
C 1.280 0.604 -2.755  0.471
N 0.585 -4.005 -2.506  -0.422
H -0.940 -1.539 -1.991  1.851
H -1.722 -2.737 -2.874  0.249
H -1.039 -1.367 -3.716  0.396
H 0.849 -2.833 -4.129  0.462
H 2.637 -2.337 -2.699  0.543
H 1.865 -1.666 -1.457  0.350
H 1.425 1.490 -3.374  0.420
H 1.644 0.884 -1.767  -0.107
H 0.207 0.540 -2.577  0.320
H -0.070 -4.620 -2.967  0.269
H 1.450 -4.482 -2.720  0.255
O -1.968 -1.956 -0.386  -0.650
H -2.871 -1.870 -0.080  0.622
H -1.437 -1.882 0.408  0.360
O -1.225 -1.760 3.304  -0.646
H -0.856 -1.626 2.431  -0.955
H -2.023 -2.268 3.152  0.183
O -0.541 -3.399 -0.660  -0.810
H -1.116 -2.641 -0.766  1.166
H -0.111 -3.495 -1.510  0.436
O -1.664 -3.777 1.513  -0.445
H -2.070 -2.955 1.240  0.341
H -2.237 -4.109 2.204  0.353

Atomic forces in eV per Å
C -0.074 -0.369 2.512
C 1.098 0.589 -3.471
O 5.028 3.161 -6.978
H 0.705 -0.430 -0.124
H 2.743 1.008 1.997
H -1.440 1.116 1.451
H -0.025 0.636 0.215
H -0.060 -0.187 -1.652
C -0.058 0.235 -0.582
C -0.193 -0.047 0.025
O -2.942 7.966 -4.276
H -0.448 0.354 0.271
H -0.183 -0.271 0.128
H -0.626 0.359 -2.020
H -0.704 0.249 -0.036
H -0.421 0.262 -0.350
H -1.941 0.984 -0.083
C 0.297 0.220 0.113
C -1.188 0.144 2.298
O 2.590 0.699 0.678
H 0.139 0.432 -0.405
H 0.331 -0.294 -0.050
H -0.004 0.697 0.264
H 0.339 -0.306 -0.375
H 0.796 0.377 0.702
H 1.044 -1.887 1.079
C -0.757 0.722 1.045
C 1.531 -0.201 0.506
O -0.561 0.106 -0.487
H -0.995 -0.307 0.762
H -0.060 -0.075 0.187
H 0.047 0.635 0.188
H 0.330 -0.162 0.180
H -0.490 0.591 0.603
H 0.106 -0.262 -0.026
C -0.591 0.908 -0.543
C -0.075 1.402 -1.493
C 1.149 -1.911 0.956
O 0.721 3.777 -1.025
C 0.478 1.258 1.294
N -0.673 -0.409 1.006
H 0.429 0.626 0.062
H 0.504 0.457 -0.100
H 0.325 -0.576 0.205
H 0.495 -0.180 -0.150
H 0.135 0.206 0.027
H -0.478 0.932 0.687
H -0.024 0.269 0.167
H 0.082 -0.226 -0.160
H 0.170 -0.455 0.212
H 0.233 -0.444 0.485
H 0.701 0.551 -0.200
C 1.126 0.310 -1.000
C -1.344 0.229 -1.065
C 1.464 -1.268 -1.123
O -0.813 -0.544 0.670
C -0.277 -0.631 0.080
N 3.041 -1.989 -3.139
H 2.117 -1.751 -3.847
H 0.468 -0.831 -0.484
H 0.084 0.102 0.013
H -0.132 0.803 -0.394
H 0.330 -0.177 -0.731
H -0.406 -0.262 -1.135
H 0.378 -2.154 -0.650
H 0.516 -1.494 -1.110
H -0.383 -0.740 -0.580
H -0.611 0.376 -0.125
H 0.662 0.113 0.339
O -9.594 -0.619 4.480
H -0.738 0.048 -0.392
H 2.559 -0.330 3.273
O -5.677 1.299 9.304
H -1.387 -1.278 -1.207
H 0.217 -0.073 0.011
O 1.784 -2.151 0.470
H 2.200 -3.844 -0.773
H 0.065 -0.905 1.917
O -2.900 -3.713 0.715
H 0.060 -0.967 0.454
H -0.347 -0.490 0.310


No. 2
Entry from OMol25: a structure of composition C16H54B2F3HgO10S (the ωB97M-V functional and the def2-TZVPD basis).

Summary:
frontier orbital gap	0.291	hartree
LUMO energy	-0.14702	hartree
net charge	+1
HOMO level	-0.4377	Eh

Last column: Mulliken charge in e.
CARTESIAN COORDINATES (ANGSTROEM)
Hg -2.624 1.730 2.220  1.054
O -0.187 -1.086 4.072  -0.355
H -1.151 -0.906 4.062  0.423
H 0.334 -0.259 4.191  0.467
H -0.020 -1.452 3.131  0.450
O -2.973 -0.943 -1.563  -0.217
H -3.590 -1.693 -1.625  0.437
H -2.041 -1.223 -1.311  0.614
H -3.280 -0.265 -0.850  -0.098
B -3.796 1.281 0.213  0.664
H -4.544 1.097 -0.640  -0.136
H -3.149 0.329 0.318  -0.126
H -3.058 2.140 -0.017  -0.389
H -4.381 1.465 1.217  -0.072
B -1.735 2.408 4.328  0.434
H -1.018 1.855 3.576  -0.335
H -2.703 1.737 4.387  -0.110
H -1.207 2.498 5.344  -0.103
H -2.045 3.448 3.925  -0.208
C 1.663 0.413 -0.130  0.255
F 1.421 1.034 -1.265  -0.133
F 2.526 -0.561 -0.332  -0.087
F 2.159 1.272 0.739  -0.196
S 0.076 -0.280 0.587  0.762
O 0.595 -1.203 1.598  -0.860
O -0.704 0.777 1.245  -0.532
O -0.567 -0.962 -0.533  -0.596
C 2.081 -3.686 -2.455  -1.475
C 0.997 -3.860 -1.423  1.682
C 0.397 -5.260 -1.329  -1.285
O 1.592 -3.670 -0.118  -0.591
H 2.945 -4.307 -2.218  0.334
H 2.484 -2.669 -2.420  0.327
H 1.685 -3.854 -3.458  0.386
H 0.207 -3.109 -1.507  -0.474
H -0.165 -5.342 -0.392  0.182
H 1.146 -6.018 -1.093  0.371
H -0.316 -5.453 -2.127  0.363
H 2.017 -2.816 -0.010  0.180
C -1.669 5.091 -0.561  -1.427
C -0.837 3.904 -0.115  0.761
C 0.623 4.306 0.118  -1.645
O -1.355 3.574 1.206  -0.326
H -2.681 4.720 -0.738  0.328
H -1.338 5.391 -1.560  0.407
H -1.638 5.903 0.158  0.375
H -0.910 3.065 -0.806  0.013
H 0.764 5.293 0.555  0.476
H 1.128 4.354 -0.853  0.340
H 1.116 3.478 0.627  0.446
H -0.850 4.112 1.828  0.265
C -3.693 -4.522 0.072  -1.546
C -3.311 -3.725 1.293  0.632
C -1.872 -3.989 1.797  -0.909
O -3.373 -2.347 0.837  -0.374
H -4.726 -4.414 -0.247  0.357
H -3.567 -5.581 0.331  0.455
H -2.964 -4.439 -0.737  0.281
H -3.907 -3.923 2.187  0.270
H -1.736 -5.060 1.961  0.469
H -1.641 -3.471 2.728  0.206
H -1.196 -3.764 0.971  0.010
H -3.305 -1.817 1.640  0.131
C -0.502 3.668 -4.316  -1.121
C -0.732 2.423 -5.169  0.193
C -0.853 1.101 -4.362  -0.627
O -1.855 2.632 -6.014  -0.558
H -0.661 4.663 -4.739  0.435
H 0.578 3.709 -4.127  0.367
H -1.021 3.789 -3.360  0.117
H 0.103 2.198 -5.835  0.298
H -0.545 0.256 -4.970  0.387
H -1.913 0.985 -4.118  0.202
H -0.286 1.182 -3.434  -0.024
H -2.593 2.801 -5.413  0.335
C 5.740 0.300 0.893  -0.844
C 6.243 0.557 2.333  0.571
C 6.054 -0.625 3.237  -1.260
O 7.674 0.692 2.190  -0.560
H 5.866 1.276 0.411  0.377
H 4.664 0.113 0.868  -0.087
H 6.255 -0.424 0.268  0.364
H 5.861 1.475 2.786  0.189
H 4.976 -0.721 3.406  0.250
H 6.572 -0.615 4.193  0.365
H 6.369 -1.533 2.719  0.317
H 7.874 1.355 1.523  0.310

Atomic forces in eV per Å
Hg -0.293 0.941 0.325
O -0.536 -0.424 -0.301
H 0.297 0.445 0.565
H -0.361 -0.045 -0.130
H 0.935 0.482 -0.655
O 0.155 0.052 -0.550
H 0.159 -0.002 0.316
H -0.151 0.174 0.277
H -0.001 -0.277 -0.075
B 0.980 0.147 -0.149
H -1.245 0.187 -0.652
H 0.897 -1.430 0.468
H 0.693 1.062 -0.756
H -1.206 0.061 1.564
B -0.562 -0.026 -1.115
H 1.658 -0.549 -0.904
H -1.625 -0.989 0.688
H 0.447 -0.334 1.157
H -0.183 1.339 -0.459
C -0.802 0.189 0.294
F -0.154 0.157 -0.366
F 0.048 -0.321 -0.079
F 0.286 0.251 0.380
S -0.745 -0.998 0.460
O 0.007 -0.225 0.394
O 1.180 -0.559 -1.164
O 0.290 0.678 0.321
C -0.022 0.465 -0.241
C 0.608 -0.194 1.345
C -0.362 0.392 1.010
O -0.230 -0.360 0.362
H -0.248 -0.417 -0.198
H -0.250 0.127 -0.070
H 0.269 -0.170 -0.061
H -0.082 -0.073 -0.413
H -0.338 0.492 -0.099
H 0.248 -0.061 -1.030
H 0.432 -0.430 -0.269
H -0.068 0.081 -0.361
C -0.200 -1.024 -1.425
C 0.510 1.868 1.237
C 0.131 -0.924 -1.542
O -0.094 -0.546 -0.028
H -0.182 0.338 0.376
H 0.163 0.428 0.209
H -0.027 0.051 -0.069
H -0.174 -0.216 0.348
H -0.197 -0.175 0.450
H -0.047 0.109 -0.019
H 0.147 0.386 0.438
H -0.159 -0.126 0.179
C 0.503 -1.703 0.678
C 1.340 0.406 -0.014
C -0.504 -0.824 -1.366
O -0.339 -0.040 0.940
H 0.058 0.362 -0.073
H -0.292 -0.001 0.047
H -0.148 0.623 -0.095
H -0.842 0.277 -0.489
H -0.089 0.021 0.314
H 0.031 0.186 -0.074
H 0.355 0.426 0.328
H -0.101 0.277 -0.257
C 1.500 0.657 0.456
C -0.310 -0.250 0.022
C -0.681 1.050 0.023
O -0.172 -0.381 0.120
H -0.327 -0.452 -0.961
H -0.073 -0.116 0.512
H -0.136 -0.880 0.045
H 0.041 0.836 -0.135
H 0.074 -0.068 0.114
H 0.057 -0.179 0.204
H 0.129 -0.267 -0.055
H -0.116 0.029 -0.289
C -1.062 1.621 0.539
C 1.915 -0.903 -1.100
C -0.831 -0.682 -0.117
O 0.056 0.170 0.479
H -0.074 -0.109 -0.349
H 0.038 -0.174 0.025
H 0.295 -0.305 0.604
H -0.371 -0.014 -0.248
H 0.052 -0.147 0.236
H 0.035 0.466 -0.039
H 0.056 0.042 -0.031
H -0.068 0.038 0.017


- Which value of net charge does entry 1 give?
  -1